Entry 1:
23
Properties=species:S:1:pos:R:3 method="wB97M-V/def2-TZVPD" lumo_energy_ev=1.024 largest_force_ev_per_a=1.44 e_above_lowest_kcal_mol=13.16 smiles=Cc1ccccc1.CC
C 1.3648 -0.1084 0.4732
H 1.8387 1.1890 -2.8885
H -1.8130 -1.1499 2.3349
H 0.2770 1.0021 -3.7261
H -0.8955 2.5377 -2.3679
H -2.8721 -1.4528 -0.2482
C -0.8000 -1.1213 0.4611
H 1.6926 1.2509 2.1393
C -0.0283 0.0585 2.4081
C -0.9710 -0.7627 1.7843
H -1.8588 -2.9246 -0.0435
H -0.1492 0.3026 3.4549
H 0.2444 2.3634 -0.9801
C 0.7610 1.1591 -2.7554
C 0.4291 -0.8974 -0.1680
H 2.3435 0.0822 0.0628
C 0.1348 2.3613 -2.0667
C 1.1139 0.4396 1.7195
H 0.5921 -1.2629 -1.1634
C -1.8607 -1.8604 -0.2896
H -1.6463 -1.8652 -1.3641
H 0.4604 0.2376 -2.2640
H 0.6710 3.2725 -2.3547

=====

Entry 2:
23
Properties=species:S:1:pos:R:3 method="wB97M-V/def2-TZVPD" lumo_energy_ev=1.007 largest_force_ev_per_a=1.20 e_above_lowest_kcal_mol=7.71 smiles=Cc1ccccc1.CC
H -0.7688 -1.5385 3.9690
C 1.1433 -1.1978 -2.8347
H 1.2192 -0.2802 4.1122
H -0.5535 -1.4455 2.2660
C 1.5567 0.1194 -2.8147
C -1.0634 1.6520 -0.5100
H 1.0469 0.4959 2.5313
H 0.1877 1.0508 3.9078
H 2.4098 0.4419 -3.3802
H -0.4248 -2.5682 -2.3388
H -0.9489 1.4097 0.5447
C -0.6489 -0.8212 3.1586
C -0.3598 0.6750 -1.4248
H 1.1380 2.0620 -1.9698
C 0.5000 0.1330 3.4013
C 0.7989 1.0400 -2.0983
H -0.7941 2.6814 -0.7131
H -1.5945 -0.3025 2.9955
C -0.7600 -0.6573 -1.4855
C -0.0590 -1.5658 -2.2648
H 1.7278 -1.9265 -3.3840
H -2.1166 1.5058 -0.7427
H -1.6362 -0.9635 -0.9252

=====

Entry 3:
23
Properties=species:S:1:pos:R:3 method="wB97M-V/def2-TZVPD" lumo_energy_ev=1.046 largest_force_ev_per_a=3.26 e_above_lowest_kcal_mol=41.10 smiles=Cc1ccccc1.CC
H 3.0065 -2.7463 0.2067
H 2.8408 -2.4361 1.9833
H -2.6945 3.0416 1.0333
C 0.2321 -0.3054 -1.3845
H 0.4335 0.0860 -2.3210
C 0.1739 -1.8565 0.8653
C 2.7657 -1.9529 0.9459
H -1.1136 2.8086 1.3781
C -0.9603 -0.9072 -1.0562
C 1.4141 -1.3309 0.4918
H -1.9892 -2.0755 0.5287
H -0.2402 2.9526 -0.6098
C -0.9811 -1.6454 0.1411
H -1.9629 1.3335 0.9864
H 0.0215 -2.5980 1.6607
H 3.6352 -1.3687 1.0414
C -1.8313 2.4789 0.7097
H -1.8473 -0.8288 -1.7113
H -1.3408 1.6517 -1.2281
H 2.3414 0.1784 -0.8434
H -1.9900 3.3719 -1.3895
C -1.3466 2.6321 -0.7942
C 1.4332 -0.4837 -0.6343

=====

Entry 4:
23
Properties=species:S:1:pos:R:3 method="wB97M-V/def2-TZVPD" lumo_energy_ev=0.964 largest_force_ev_per_a=1.47 e_above_lowest_kcal_mol=12.91 smiles=Cc1ccccc1.CC
H -0.2506 -1.2676 -2.7180
C 0.4606 1.8931 3.2541
C 0.7562 -0.1442 1.8125
C 1.4709 0.0382 -0.5025
H 1.9020 -0.4048 -1.3872
H -0.8641 -1.3291 -1.1780
H 1.3885 -1.7769 0.6044
H 1.1828 1.9651 -1.3526
H 0.4393 -0.7520 2.6498
C 0.8470 1.9909 0.7747
H -1.6026 -0.1747 -2.3106
H -1.6364 -3.2557 -2.6433
H 0.5124 3.0174 0.8009
C -2.1249 -2.2840 -2.7362
C 0.8090 1.2418 1.9508
C 1.1725 1.3974 -0.4287
H -2.4090 -2.0534 -3.7589
H 0.8740 2.8911 3.3447
H 0.7199 1.3093 4.1350
C -1.2082 -1.1809 -2.2006
H -2.9694 -2.3999 -2.0588
H -0.6304 1.9984 3.3330
C 1.1604 -0.7192 0.6153

=====

Entry 5:
23
Properties=species:S:1:pos:R:3 method="wB97M-V/def2-TZVPD" lumo_energy_ev="-4.787 / -8.248" largest_force_ev_per_a=2.70 multiplicity=2 total_charge=+1 e_above_lowest_kcal_mol=25.14
C -2.0725 1.4078 -0.2561
H 0.5543 -2.3074 -0.3105
C 2.1804 1.4119 -0.7707
H -1.6961 -2.5337 0.5351
H -2.6575 0.8967 -1.0272
H 0.9251 -3.8179 0.2251
H -2.3213 0.9918 0.6807
C 0.0019 2.2852 -1.4409
H -1.1037 -4.0117 1.4520
C 0.5319 -2.8898 0.6310
C -0.9172 -3.0053 1.1334
C 0.2130 0.8754 0.5866
C -0.6137 1.4403 -0.5021
H -2.5289 2.3879 -0.2128
H 2.2945 0.6072 1.0674
H 3.2528 1.4282 -0.8923
C 1.3542 2.2524 -1.6209
H -0.6759 2.9359 -1.9804
C 1.5396 0.8389 0.3279
H -0.2835 0.6407 1.5147
H -0.9901 -2.3548 2.0153
H 1.1859 -2.2947 1.2592
H 1.8267 2.8151 -2.4145

=====

Entry 6:
23
Properties=species:S:1:pos:R:3 method="wB97M-V/def2-TZVPD" lumo_energy_ev="-4.283 / -8.211" largest_force_ev_per_a=1.96 multiplicity=2 total_charge=+1 e_above_lowest_kcal_mol=9.15
H 2.1619 2.0195 0.0411
H 1.4015 1.0248 -2.0688
H 2.6425 -2.0585 -0.5957
C 0.3636 1.5350 1.2050
H 0.7996 1.6809 2.1806
H -3.3847 1.0077 -0.0133
H 1.6747 -1.1667 0.6621
C -2.7621 0.1216 -0.2462
C 0.9763 -3.1510 0.1939
C -0.4971 0.6002 -1.3120
H 0.2500 -2.9457 0.9882
H 2.7727 -2.4959 1.1315
H -1.6428 1.3200 1.8701
H 1.3165 -4.1780 0.2632
C -0.9666 1.1985 1.0390
H 0.4282 -2.9615 -0.7329
H -2.9889 -0.2922 -1.2236
C 2.1108 -2.1159 0.3533
C 0.7506 1.1472 -1.2154
H -0.8192 0.0969 -2.2147
C 1.1498 1.6275 0.0473
C -1.3728 0.6226 -0.1868
H -3.0664 -0.5079 0.5946

=====

Entry 7:
23
Properties=species:S:1:pos:R:3 method="wB97M-V/def2-TZVPD" lumo_energy_ev="-4.467 / -8.165" largest_force_ev_per_a=1.76 multiplicity=2 total_charge=+1 e_above_lowest_kcal_mol=13.43
C -1.3238 -0.2916 -0.0286
C 2.5926 2.2336 -0.4242
C -0.7179 -2.9915 0.1406
H -0.7938 1.7401 -0.4875
H 1.9883 0.4407 0.5972
H -2.3653 -3.1564 1.4684
C -1.8413 -2.4204 0.8644
H 0.6333 -2.6278 -1.5260
C 1.9336 1.5166 0.7513
C -2.1413 -1.0952 0.7633
H 3.6733 2.2178 -0.2848
H -2.2854 1.1140 -1.1828
H 2.2674 3.2584 -0.5843
H 2.3050 1.8924 1.7085
H -3.0335 -0.7938 1.2751
H -0.4674 -4.0216 0.3374
H -2.2757 1.7394 0.3912
C -0.0154 -2.2288 -0.7675
H 0.4057 -0.2552 -1.4231
C -1.6577 1.1196 -0.2642
H 2.4743 1.5902 -1.3099
H 0.9029 1.8879 0.8194
C -0.2581 -0.8685 -0.8339

=====

Entry 8:
23
Properties=species:S:1:pos:R:3 method="wB97M-V/def2-TZVPD" lumo_energy_ev="-4.492 / -8.693" largest_force_ev_per_a=7.72 multiplicity=2 total_charge=+1 e_above_lowest_kcal_mol=53.07
H -0.3779 -2.0766 0.8069
H 0.6488 0.8501 2.2140
H 2.3928 -1.5992 -0.1292
H 1.7016 -0.3925 -1.0596
C 0.3386 2.2000 0.7213
C -0.4345 2.3642 -0.5306
C 0.1087 1.0075 1.3868
H -0.0142 -1.5807 2.3299
H -1.8202 1.4268 -1.8627
C -1.2113 1.3121 -0.8049
C -0.7499 -0.0160 1.0392
H -1.9886 -0.7586 -0.5289
H 0.4897 -3.0934 -0.9534
C -1.4752 0.1639 -0.0784
C -0.7263 -1.4166 1.5725
H 0.3954 -2.2226 -2.3523
C 1.1517 -2.5676 -1.6650
H 3.1466 -1.4484 -1.6442
H -0.3399 3.2525 -1.0960
C 2.0913 -1.4374 -1.1109
H -1.7362 -1.5911 2.1520
H 1.0994 2.8281 1.0954
H 1.8444 -3.2555 -2.1528